Entry 1:
C22H42BiNP3SSe | ωB97M-V/def2-TZVPD

The geometry in XYZ format:
```
71
Properties=species:S:1:pos:R:3:mulliken_charge:R:1
Bi -0.951 0.076 0.423 0.745
P -3.547 -0.042 0.002 0.503
P -0.144 -2.615 0.521 0.638
P -0.359 2.804 0.415 0.742
H 2.752 -0.764 -1.582 0.276
C 3.075 0.201 -1.173 -0.329
C 3.777 0.286 -0.035 -0.749
H 4.078 -0.608 0.522 0.274
C -3.820 -0.113 -1.797 -1.033
C -4.170 -1.549 0.805 -0.970
C -4.284 1.467 0.694 -0.974
C 1.609 -3.080 0.591 -1.031
C -0.885 -3.637 1.834 -1.125
C -0.703 -3.407 -1.027 -1.212
C 1.349 3.412 0.470 -1.119
C -1.185 3.776 1.720 -1.107
C -0.989 3.513 -1.145 -1.063
H 2.754 1.053 -1.789 0.428
H 4.039 1.235 0.440 0.300
H -4.871 -0.212 -2.111 0.471
H -3.272 -0.972 -2.208 0.333
H -3.416 0.796 -2.264 0.291
H -5.259 -1.718 0.708 0.494
H -3.942 -1.502 1.881 0.308
H -3.658 -2.425 0.374 0.274
H -5.383 1.558 0.572 0.505
H -3.825 2.345 0.207 0.256
H -4.071 1.508 1.775 0.323
H 1.728 -4.103 0.195 0.451
H 1.941 -3.068 1.640 0.383
H 2.255 -2.393 0.021 0.065
H -0.952 -4.671 1.481 0.457
H -1.885 -3.259 2.083 0.233
H -0.249 -3.589 2.727 0.317
H -0.370 -4.453 -1.019 0.496
H -0.283 -2.893 -1.900 0.358
H -1.795 -3.380 -1.101 0.313
H 1.365 4.453 0.100 0.460
H 2.038 2.805 -0.141 0.158
H 1.718 3.404 1.508 0.368
H -1.074 4.836 1.473 0.430
H -0.710 3.555 2.683 0.348
H -2.247 3.509 1.769 0.289
H -0.723 4.579 -1.149 0.494
H -2.080 3.410 -1.185 0.273
H -0.549 2.998 -2.011 0.321
C 1.126 0.262 -4.495 0.656
C 2.479 -0.041 -4.194 0.162
C 3.497 0.009 -5.174 -0.600
C 3.166 0.287 -6.510 -0.510
C 1.812 0.482 -6.849 -0.548
C 0.795 0.461 -5.875 -0.795
Se -0.265 0.424 -3.117 0.161
H 0.469 0.301 -1.714 -0.236
H 2.760 -0.278 -3.166 0.018
H 4.554 -0.173 -4.873 0.367
H 3.963 0.336 -7.266 0.396
H 1.528 0.660 -7.889 0.384
H -0.258 0.606 -6.136 0.344
S -1.394 0.235 3.319 -0.246
C 0.025 -0.173 4.205 0.285
N 0.030 -1.400 4.826 -0.003
C 0.883 -1.721 5.837 -0.312
C 1.971 -0.942 6.057 -0.530
C 2.126 0.253 5.352 -0.314
C 1.194 0.595 4.352 -0.346
H -0.808 -1.967 4.718 0.334
H 0.566 -2.541 6.465 0.430
H 2.723 -1.241 6.786 0.453
H 2.937 0.940 5.605 0.447
H 1.295 1.499 3.736 0.338
```

Summary:
relative energy (zero: lowest compared OMol25 entry of this formula, charge and spin)	0.00	kcal per mole
total charge	+3
LUMO	-10.43	eV
frontier orbital gap	4.69	eV

---

Entry 2:
C22H42Cl3N4O4SiSm | ωB97M-V/def2-TZVPD

The geometry in XYZ format:
```
77
Properties=species:S:1:pos:R:3:lowdin_spin:R:1
C 0.705 1.710 -3.160 0.000
C -0.701 2.155 -2.855 0.000
H 0.841 1.421 -4.209 0.000
H 0.954 0.845 -2.520 0.000
H 1.429 2.511 -2.914 0.000
C -1.677 2.345 -3.736 0.000
C -1.558 2.140 -5.214 0.000
H -2.662 2.688 -3.397 0.000
H -0.588 1.717 -5.492 0.000
H -1.693 3.076 -5.770 0.000
H -2.332 1.455 -5.580 0.000
Sm 0.029 -0.029 0.966 5.037
Cl 1.206 2.240 1.538 -0.008
Cl 1.946 -1.279 -0.303 -0.010
H 1.333 -2.298 6.240 0.000
H 3.768 -1.415 5.743 0.000
C 1.312 -2.638 5.199 0.000
C 3.603 -1.785 4.724 0.000
N 2.184 -1.794 4.390 0.000
H 0.303 -2.581 4.792 0.000
C 1.702 -1.109 3.370 0.001
O 0.488 -1.145 3.014 -0.003
H 4.134 -1.144 4.018 0.000
H 2.423 -0.485 2.808 0.000
H 1.684 -3.668 5.185 0.000
H 4.023 -2.796 4.683 0.000
H -0.798 -0.942 -2.867 0.000
H -3.351 -0.200 -2.952 0.000
C -1.124 -1.842 -2.326 0.000
C -3.517 -1.186 -2.490 0.000
N -2.390 -1.563 -1.649 0.000
H -0.353 -2.127 -1.603 0.000
C -2.537 -1.600 -0.321 0.000
O -1.597 -1.699 0.501 -0.003
H -4.410 -1.140 -1.855 0.000
H -3.591 -1.554 0.023 0.000
H -1.291 -2.644 -3.060 0.000
H -3.654 -1.928 -3.287 0.000
O -0.936 0.998 -0.840 -0.012
C -0.929 2.265 -1.352 0.000
C -3.393 2.490 -0.723 0.000
C -2.155 3.094 -0.926 0.000
H -3.482 1.412 -0.865 0.000
C -4.483 3.271 -0.337 0.000
H -0.034 2.770 -0.953 0.000
C -2.006 4.468 -0.725 0.000
H -5.442 2.793 -0.181 0.000
C -4.346 4.644 -0.152 0.000
C -3.104 5.239 -0.357 0.000
H -1.018 4.906 -0.884 0.000
H -5.195 5.252 0.158 0.000
H -2.975 6.309 -0.223 0.000
Si 5.565 -3.468 -1.535 0.000
Cl 5.026 -2.624 -3.368 0.000
C 4.392 -4.906 -1.297 0.000
C 5.373 -2.006 -0.399 0.000
C 7.346 -4.127 -1.445 0.000
H 3.358 -4.570 -1.457 0.000
H 4.477 -5.318 -0.282 0.000
H 4.618 -5.705 -2.018 0.000
H 7.496 -4.966 -2.140 0.000
H 7.558 -4.491 -0.426 0.000
H 8.072 -3.336 -1.680 0.000
H 4.361 -1.578 -0.492 0.000
H 6.099 -1.225 -0.674 0.000
H 5.524 -2.291 0.651 0.000
C -4.183 0.636 3.884 0.000
N -3.546 1.858 3.448 0.000
C -2.371 1.869 2.759 0.000
N -1.840 3.087 2.486 0.000
O -1.800 0.804 2.402 -0.003
H -3.640 -0.191 3.425 0.000
H -5.230 0.609 3.566 0.000
H -4.139 0.539 4.974 0.000
H -3.969 2.741 3.698 0.000
H -0.940 3.104 1.993 0.000
H -2.355 3.934 2.652 0.000
```

Summary:
relative energy (zero: lowest compared OMol25 entry of this formula, charge and spin)	0.00	kcal per mole
total charge	0
LUMO (alpha / beta)	0.34 / 0.34	eV
2S+1	6
<S²>	8.7570
frontier orbital gap (alpha / beta)	8.42 / 8.44	eV